Record 1
Here is C22H24N4O4S2 in the gas phase in a non-equilibrium geometry from OMol25. Energies are from ωB97M-V/def2-TZVPD.

Properties
Highest occupied orbital energy (eV): -7.49
SMILES: COc1ccc(/C=N/Nc2nc(-c3cccc(S(=O)(=O)N4CCCC4)c3)cs2)cc1OC
Orbital gap (eV): 7.78

Cartesian coordinates (Å):
C (9.31402, 2.94670, 0.68416)
O (9.23766, 1.64501, 0.15754)
C (8.02073, 1.04940, 0.07529)
C (6.81888, 1.62102, 0.46827)
C (5.62989, 0.92696, 0.34174)
C (5.61848, -0.36134, -0.18240)
C (4.38903, -1.10059, -0.32399)
N (3.26642, -0.59726, 0.01332)
N (2.14554, -1.30473, -0.13197)
C (0.94892, -0.77040, 0.19833)
N (-0.17889, -1.37590, 0.06524)
C (-1.22331, -0.58818, 0.47022)
C (-2.57995, -1.10944, 0.38095)
C (-2.78068, -2.45061, 0.04761)
C (-4.05549, -2.97810, -0.04893)
C (-5.15996, -2.17222, 0.17705)
C (-4.95829, -0.84472, 0.50278)
S (-6.38803, 0.20717, 0.71514)
O (-5.96310, 1.45956, 1.28417)
O (-7.42916, -0.52000, 1.38108)
N (-6.83346, 0.37512, -0.90002)
C (-6.12229, 1.43900, -1.60045)
C (-7.19490, 2.32770, -2.24939)
C (-8.45133, 2.00731, -1.44066)
C (-8.25855, 0.51977, -1.15546)
C (-3.69665, -0.30382, 0.60824)
C (-0.85257, 0.64603, 0.92543)
S (0.85724, 0.85828, 0.85422)
C (6.82833, -0.94530, -0.58116)
C (8.02052, -0.26113, -0.46092)
O (9.24229, -0.74179, -0.82154)
C (9.31696, -2.03470, -1.36658)
H (10.36952, 3.21241, 0.65528)
H (8.74482, 3.66042, 0.07957)
H (8.95989, 2.98418, 1.71957)
H (6.80053, 2.61803, 0.87820)
H (4.69762, 1.37277, 0.64675)
H (4.45510, -2.11527, -0.73704)
H (2.15378, -2.25210, -0.51439)
H (-1.91290, -3.06615, -0.13062)
H (-4.18917, -4.01911, -0.30223)
H (-6.16874, -2.54642, 0.11544)
H (-5.53313, 1.99910, -0.87069)
H (-5.44567, 0.99938, -2.33874)
H (-7.34006, 2.03976, -3.29142)
H (-6.92500, 3.38070, -2.21169)
H (-8.44786, 2.56254, -0.50208)
H (-9.37136, 2.21795, -1.98168)
H (-8.80978, 0.15370, -0.29152)
H (-8.51598, -0.08288, -2.03343)
H (-3.60546, 0.73757, 0.86993)
H (-1.46936, 1.43262, 1.30650)
H (6.81087, -1.94488, -0.98712)
H (10.37141, -2.20247, -1.57957)
H (8.74385, -2.11476, -2.29660)
H (8.96704, -2.79298, -0.65783)

***

Record 2
Here is C22H25AsCsN5S as an isolated structure from OMol25. Energies are from ωB97M-V/def2-TZVPD.

Properties
Highest occupied orbital energy (eV): -6.14
Orbital gap (eV): 5.92

Cartesian coordinates (Å):
Cs (0.82659, 1.73872, -2.04483)
S (2.54951, -0.82490, -1.79129)
C (2.01586, -2.47709, -1.89802)
C (2.94431, -3.52916, -1.89979)
C (2.53092, -4.84632, -1.96315)
C (1.17880, -5.16477, -2.03251)
C (0.24418, -4.14191, -2.03446)
C (0.65281, -2.81693, -1.95956)
As (-0.58118, -1.33167, -1.99542)
C (-2.31575, -2.23061, -2.13409)
C (-2.96319, -2.17639, -3.36515)
C (-4.18922, -2.80017, -3.55506)
C (-4.78699, -3.48283, -2.50736)
C (-4.15613, -3.53402, -1.27257)
C (-2.92922, -2.91602, -1.08985)
C (-0.70606, -0.93937, -0.06033)
C (-1.72595, -0.10594, 0.38502)
C (-1.89428, 0.15164, 1.73837)
C (-1.02926, -0.41733, 2.66067)
C (0.02011, -1.21280, 2.21986)
C (0.18197, -1.47416, 0.86715)
H (3.99850, -3.29030, -1.85195)
H (3.27417, -5.63478, -1.95927)
H (0.86139, -6.19808, -2.08681)
H (-0.81290, -4.37566, -2.09634)
H (-2.50618, -1.64147, -4.19186)
H (-4.67233, -2.74763, -4.52229)
H (-5.73884, -3.97741, -2.65155)
H (-4.61887, -4.06031, -0.44724)
H (-2.44337, -2.96797, -0.12175)
H (-2.42775, 0.32429, -0.32482)
H (-2.71233, 0.78027, 2.06840)
H (-1.17321, -0.24514, 3.72049)
H (0.70758, -1.65167, 2.93296)
H (0.99847, -2.10201, 0.53269)
C (2.70764, 4.10489, 3.42340)
N (1.48134, 3.46277, 2.95062)
C (1.27062, 2.17592, 3.58977)
C (1.24267, 3.49614, 1.56239)
N (1.01942, 2.50854, 0.80161)
N (1.18318, 4.82023, 1.12915)
C (1.19801, 5.33898, -0.14699)
N (1.06948, 6.73567, -0.10341)
N (1.28751, 4.63158, -1.20297)
H (2.59352, 4.36463, 4.47593)
H (2.90590, 5.01192, 2.85892)
H (3.56965, 3.43486, 3.31933)
H (1.34593, 2.31967, 4.66685)
H (2.01515, 1.42330, 3.29679)
H (0.27912, 1.79857, 3.34948)
H (1.15648, 1.63700, 1.30820)
H (0.85374, 5.44657, 1.84685)
H (1.64595, 7.17005, 0.60624)
H (1.21759, 7.17942, -0.99816)
H (1.35499, 5.25920, -2.00228)

***

Record 3
Here is C22H25BBrF4N4SSr as an isolated structure from OMol25. Energies are from ωB97M-V/def2-TZVPD.

Properties
Net charge: -1
Highest occupied orbital energy (eV): -4.53
Orbital gap (eV): 7.12

Cartesian coordinates (Å):
Sr (0.39140, 0.14553, -0.14308)
Br (-2.32878, -2.15533, -0.52617)
C (-1.38652, -3.62533, -1.29592)
C (-2.12238, -4.67642, -1.75918)
C (-1.45691, -5.78553, -2.32141)
C (-0.09489, -5.80402, -2.38523)
C (0.67379, -4.71725, -1.89922)
C (2.08723, -4.74591, -1.94713)
C (2.80097, -3.68755, -1.46387)
C (2.13619, -2.55618, -0.93363)
C (0.75922, -2.43597, -0.85606)
C (0.03627, -3.56971, -1.34364)
H (-3.20151, -4.65937, -1.69282)
H (-2.03837, -6.61929, -2.69532)
H (0.42327, -6.65741, -2.80952)
H (2.58033, -5.61787, -2.36365)
H (3.88611, -3.71282, -1.48681)
H (2.77595, -1.75403, -0.56480)
N (-0.65172, -0.74811, 2.23090)
C (0.03306, -0.24500, 3.42427)
C (-0.33789, 1.20533, 3.73088)
C (0.27826, 2.29327, 2.85497)
N (-0.21945, 2.26226, 1.48054)
H (-1.65128, -0.59240, 2.30777)
H (-0.51926, -1.74510, 2.09428)
H (1.10692, -0.32901, 3.25335)
H (-0.20556, -0.84688, 4.31121)
H (-0.02948, 1.41010, 4.76067)
H (-1.43261, 1.30109, 3.72912)
H (1.35754, 2.14006, 2.79838)
H (0.09705, 3.26370, 3.33668)
H (0.24017, 2.96076, 0.90277)
H (-1.20574, 2.50335, 1.43234)
N (3.47240, 2.15362, -3.18053)
C (2.85026, 1.36431, -4.12178)
C (1.86573, 0.71032, -3.44893)
N (1.87906, 1.08102, -2.12704)
C (2.84986, 1.94663, -1.99845)
H (4.26095, 2.75739, -3.32291)
H (3.15674, 1.34567, -5.15150)
H (1.15140, -0.00136, -3.82575)
H (3.16650, 2.40959, -1.07797)
S (3.11361, 0.69729, 1.14367)
C (3.83566, -0.14414, 2.50214)
C (4.73592, -1.19608, 2.28439)
C (5.32494, -1.87186, 3.34000)
C (5.04219, -1.52109, 4.65418)
C (4.16107, -0.47461, 4.89000)
C (3.57030, 0.20259, 3.83389)
H (4.95770, -1.48231, 1.26405)
H (6.01074, -2.68542, 3.13174)
H (5.50262, -2.05170, 5.47831)
H (3.92981, -0.17638, 5.90666)
H (2.90275, 1.03065, 4.03903)
F (-1.49124, 1.11280, -1.22701)
B (-1.66806, 2.48410, -1.69405)
F (-0.49015, 3.16614, -1.33390)
F (-1.85466, 2.46292, -3.05921)
F (-2.76049, 3.00773, -1.01240)

***

Record 4
Here is C22H25BrN4O4 in the gas phase in a non-equilibrium geometry from OMol25. Energies are from ωB97M-V/def2-TZVPD.

Properties
Highest occupied orbital energy (eV): -8.29
SMILES: NC(=O)C[C@@H](NC(=O)c1cccc(Br)c1)c1ccc(N2CCCCCC2)c([N+](=O)[O-])c1
Orbital gap (eV): 7.86

Cartesian coordinates (Å):
N (-1.80464, 3.92143, 3.08513)
C (-2.43132, 2.91549, 2.45042)
O (-3.48865, 3.03461, 1.87129)
C (-1.66980, 1.59440, 2.53117)
C (-0.29346, 1.69302, 1.82481)
N (0.77815, 1.22219, 2.68611)
C (1.26342, 1.98062, 3.68754)
O (0.83185, 3.09587, 3.93866)
C (2.36735, 1.36632, 4.48167)
C (3.26739, 0.44963, 3.94548)
C (4.28044, -0.06764, 4.73412)
C (4.40757, 0.31502, 6.05843)
C (3.51519, 1.23781, 6.57952)
Br (3.68880, 1.78252, 8.39497)
C (2.50293, 1.77168, 5.80537)
C (-0.30339, 0.93356, 0.52678)
C (-0.35485, 1.60779, -0.69764)
C (-0.44848, 0.92895, -1.88516)
C (-0.48370, -0.48241, -1.94198)
N (-0.75739, -1.13075, -3.10173)
C (-0.43305, -0.50804, -4.36948)
C (0.02448, -1.50985, -5.43432)
C (-1.12116, -2.07552, -6.26872)
C (-1.99196, -3.06434, -5.50275)
C (-2.53665, -2.50170, -4.19278)
C (-1.47718, -2.38480, -3.09398)
C (-0.30001, -1.14995, -0.70515)
N (0.03898, -2.52767, -0.60934)
O (-0.15323, -3.09608, 0.45436)
O (0.58320, -3.05681, -1.56737)
C (-0.27851, -0.44200, 0.49963)
H (-0.89916, 3.78985, 3.52340)
H (-2.22204, 4.83675, 3.08300)
H (-2.27935, 0.81248, 2.07886)
H (-1.51940, 1.35545, 3.58511)
H (-0.07799, 2.74883, 1.62216)
H (1.07699, 0.26599, 2.58553)
H (3.20371, 0.15775, 2.90766)
H (4.98024, -0.77489, 4.31594)
H (5.19329, -0.09058, 6.67665)
H (1.81479, 2.50042, 6.20612)
H (-0.35837, 2.68725, -0.70514)
H (-0.55136, 1.49681, -2.79473)
H (0.38956, 0.18598, -4.18431)
H (-1.28386, 0.06874, -4.75688)
H (0.58423, -2.31527, -4.95880)
H (0.70796, -0.98575, -6.10540)
H (-1.73859, -1.24894, -6.62984)
H (-0.70667, -2.57973, -7.14398)
H (-2.82941, -3.35884, -6.13876)
H (-1.41305, -3.96436, -5.28420)
H (-3.01461, -1.53574, -4.36034)
H (-3.30409, -3.18480, -3.82373)
H (-1.97895, -2.45874, -2.12313)
H (-0.78496, -3.23555, -3.16693)
H (-0.21126, -1.02641, 1.40663)